86
Properties=species:S:1:pos:R:3:forces:R:3 method="wB97M-V/def2-TZVPD" charge=+1 homo_ev="-10.18 / -10.15" spin_multiplicity=2 s2=0.7587
Br 3.4235 -3.8588 4.9522 0.00 0.00 0.00
Cr -0.4302 0.1519 0.2246 0.00 0.37 -0.07
O -1.1932 1.1222 1.6837 0.06 -0.27 0.08
O 0.6667 -0.8325 -0.8399 -0.15 -0.11 0.14
O 1.5976 -2.4871 -2.7898 0.03 0.02 -0.01
O -0.3984 1.9093 -0.8310 -0.04 0.01 -0.09
O -1.8453 -4.0997 -0.4667 -0.02 0.02 0.00
O -1.8795 -2.7790 -2.2582 -0.27 0.04 -0.02
N -2.3866 -0.2948 -0.3888 -0.02 -0.07 0.05
N 1.2091 0.7135 1.2724 0.08 -0.07 -0.06
N 0.7906 2.0775 -2.7626 0.00 -0.03 -0.02
N -0.8417 -1.5333 1.3254 0.02 0.09 0.03
N 0.9524 1.5154 2.3793 -0.01 0.02 -0.04
N -2.0604 -4.6989 -4.0044 0.00 0.00 -0.01
C -2.0225 -1.9817 1.2451 -0.01 0.00 -0.14
C -4.2451 -1.7061 0.1262 0.00 -0.02 0.01
C 2.8785 -0.4956 0.0181 0.00 0.00 0.00
C 2.4292 0.3685 1.0949 0.00 -0.03 0.05
C 0.4170 4.8464 -2.2439 0.00 -0.02 0.01
C -0.5195 3.8188 5.5843 0.01 0.01 0.02
C -0.3308 1.6714 2.4998 0.01 0.08 -0.02
C -2.7462 3.4727 4.7427 0.01 0.01 0.01
C -0.8630 2.4913 3.6095 -0.03 0.01 0.00
C 1.0487 -1.5935 -3.7544 -0.02 0.00 -0.01
C 4.7157 -1.6206 -1.0782 -0.03 -0.02 -0.03
C 0.1192 -2.1297 2.1966 -0.02 -0.01 0.03
C -1.8892 4.0310 5.6801 -0.02 -0.01 -0.01
C 1.1010 -2.9452 1.6548 -0.02 -0.04 -0.01
C -4.4603 0.0168 -1.5122 -0.03 -0.03 0.01
C 3.8221 -2.1637 -2.0002 0.08 0.03 0.05
C -1.8681 -3.9693 -1.6643 0.10 -0.02 0.01
C -1.8635 -5.1487 -2.6284 0.01 0.01 -0.01
C -0.0045 3.0524 4.5535 0.01 -0.01 -0.01
C 2.0808 -3.4701 2.4810 0.01 0.00 0.00
C 1.9771 -1.0462 -0.9075 0.01 0.01 -0.02
C -0.1671 2.5008 -1.8856 0.03 0.05 0.10
C -3.1385 0.3552 -1.2697 0.03 -0.02 -0.04
C 2.0716 -3.1601 3.8327 -0.01 0.01 0.01
C 4.2415 -0.7951 -0.0805 0.01 0.01 0.02
C 2.6493 3.5030 -2.0535 -0.01 -0.01 0.01
C 2.1481 2.0649 -2.1681 -0.01 0.02 -0.01
C 0.1055 -1.8269 3.5491 0.01 0.05 0.00
C -2.2353 2.7025 3.7093 0.01 -0.02 -0.01
C -2.9343 -1.3106 0.3006 0.07 -0.03 0.07
C 2.4722 -1.8852 -1.9195 -0.07 -0.02 0.00
C -0.7686 3.8481 -2.1561 0.04 0.02 -0.02
C 1.0904 -2.3464 4.3759 0.00 -0.01 -0.02
C -5.0233 -1.0293 -0.8015 0.02 0.02 -0.01
C 1.6544 4.4783 -1.3940 0.01 -0.01 -0.01
H 0.3048 -2.1564 -4.3147 0.00 0.00 -0.01
H 1.8276 -1.2479 -4.4407 0.00 0.00 0.01
H 0.1471 4.2531 6.3177 0.00 0.00 -0.01
H 2.1955 5.4020 -1.1874 0.00 0.00 0.01
H -2.6238 -5.8529 -2.2916 0.00 0.00 0.00
H -2.2882 4.6311 6.4875 0.00 0.00 0.00
H 3.1632 0.7403 1.8062 0.00 -0.01 0.00
H 1.3410 4.0907 -0.4180 0.00 0.01 0.00
H 5.7698 -1.8507 -1.1433 0.00 0.00 0.00
H 1.0973 -2.1134 5.4313 0.00 0.00 0.00
H -2.9409 -5.0126 -4.3875 0.00 -0.01 -0.01
H -6.0544 -1.3128 -0.9644 0.00 0.00 0.00
H 1.0593 2.8797 4.4671 0.00 0.00 0.00
H 1.0871 -3.1730 0.5970 0.00 0.00 0.00
H 0.5741 -0.7363 -3.2747 -0.02 0.00 0.00
H 3.5820 3.4973 -1.4849 0.00 0.00 0.00
H 0.7299 4.9534 -3.2860 -0.01 0.02 0.00
H -5.0333 0.5722 -2.2406 0.01 0.01 0.00
H 2.8497 -4.1134 2.0763 0.00 0.00 0.00
H 4.9227 -0.3731 0.6490 -0.01 0.00 -0.01
H -1.3425 3.8496 -3.0858 0.00 -0.01 0.00
H 2.8998 3.8810 -3.0509 0.01 0.00 0.00
H -1.4394 4.0888 -1.3342 -0.01 0.00 -0.01
H 0.0478 5.8251 -1.9395 0.00 0.00 0.01
H 2.8060 1.4441 -2.7746 0.00 0.00 0.01
H -1.3239 -5.0133 -4.6195 0.00 0.00 0.00
H -2.3644 -2.8350 1.8226 -0.02 0.00 0.00
H -3.8131 3.6373 4.8177 0.00 0.00 0.00
H 4.1651 -2.8243 -2.7864 -0.02 0.00 0.00
H -0.6547 -1.1655 3.9469 0.00 -0.01 0.00
H -2.8908 2.2600 2.9720 -0.01 0.00 0.00
H -0.8991 -5.6418 -2.5032 0.00 0.00 0.01
H 0.7893 2.6450 -3.6019 -0.01 0.00 0.00
H -2.6645 1.1752 -1.7909 0.00 0.00 0.00
H -4.6369 -2.5329 0.7024 -0.01 0.00 0.00
H -1.9985 -2.9800 -3.2174 0.16 -0.03 0.02
H 2.0627 1.6056 -1.1883 0.00 -0.01 0.00

=====

83
Properties=species:S:1:pos:R:3:forces:R:3 method="wB97M-V/def2-TZVPD" charge=+1 homo_ev="-10.14 / -10.14"
I -1.0621 -5.3880 0.1223 -0.02 -0.01 0.00
Ge -3.8404 -0.1928 -0.2603 -0.04 -0.02 0.00
Ni 1.1926 -0.8923 -0.6628 -0.03 -0.23 -0.61
Cl 4.3265 -6.3250 1.7212 -0.04 0.04 -0.02
S -1.0600 0.6708 -1.1932 0.12 -0.07 0.40
P 2.0503 1.1594 -1.0715 -0.08 0.16 0.08
O -0.7099 0.7489 0.2068 -0.22 0.16 -0.14
O 0.3482 -2.4789 -0.2619 0.20 -0.21 -0.03
O -2.5442 0.6867 -1.4170 0.24 -0.12 -0.24
O -0.4071 -0.4734 -1.8618 -0.03 0.17 0.54
N 2.7639 -1.6884 0.0683 0.01 -0.11 0.16
C -4.7269 1.3215 4.3359 0.00 0.02 -0.02
C 4.7477 0.3514 -3.9710 0.01 0.01 0.02
C 5.8713 1.8217 -2.4322 0.00 0.00 0.01
C -5.0723 -3.6510 0.2211 0.02 0.03 -0.04
C -0.7541 3.9774 -3.4620 0.00 0.05 -0.02
C 3.1443 -5.2042 1.1279 0.02 -0.04 0.01
C -4.0162 -2.8189 0.9437 -0.02 0.05 0.02
C 4.7267 1.8844 -1.6476 -0.01 0.01 -0.01
C 2.3380 2.0804 0.4637 -0.04 0.04 0.00
C 3.6067 0.4044 -3.1889 -0.01 0.03 0.02
C 2.8630 4.1238 1.6310 0.00 -0.01 -0.02
C -1.3002 2.9282 -2.7362 -0.01 -0.03 0.07
C 2.6495 3.4410 0.4454 0.00 -0.02 0.01
C 1.8593 -5.6118 0.9132 -0.07 0.05 -0.04
C 1.1836 -3.4071 0.1636 -0.25 0.31 -0.07
C -0.4552 2.0853 -2.0398 0.13 -0.03 -0.04
C 1.4597 3.2914 -2.8064 -0.02 -0.02 -0.02
C -5.3403 2.0008 3.1168 -0.02 -0.03 0.02
C 5.0280 -2.0015 0.7446 0.03 0.02 0.00
C 2.5219 -3.0071 0.3767 0.07 0.26 -0.05
C 2.2128 1.4243 1.6867 -0.01 -0.04 -0.05
C 5.8811 1.0613 -3.5913 -0.02 -0.01 -0.01
C 3.5881 1.1810 -2.0278 -0.03 -0.08 -0.06
C 3.5199 -3.8654 0.8610 0.12 0.03 0.04
C 3.9792 -1.2128 0.2576 -0.09 0.10 -0.06
C 2.4267 2.1110 2.8726 0.01 0.01 0.00
C -3.8795 0.9175 1.3235 0.03 0.05 0.03
C 0.6174 4.1523 -3.5016 0.03 0.00 0.00
C 4.8067 -3.3180 1.0416 -0.03 -0.06 -0.02
C 2.7566 3.4571 2.8448 0.00 -0.01 0.00
C -6.0846 -2.8300 -0.5694 0.02 -0.01 0.03
C 0.8755 -4.7196 0.4306 -0.01 -0.19 0.06
C -3.1282 -1.9659 0.0148 -0.01 -0.07 -0.03
C -5.2991 1.1421 1.8535 0.01 0.00 -0.02
C 0.9387 2.2516 -2.0485 -0.09 -0.13 0.03
H -5.0417 0.0045 -1.1806 0.03 0.04 -0.06
H 4.7286 2.4738 -0.7403 0.01 0.00 0.01
H -5.5985 -4.2594 0.9593 0.01 0.00 0.02
H 6.7743 1.0157 -4.1993 0.01 0.00 -0.01
H -5.7775 0.1789 2.0643 -0.01 0.00 0.01
H -4.5680 -4.3493 -0.4535 0.00 -0.02 0.00
H 2.7256 -0.1580 -3.4800 0.00 0.00 0.00
H -3.3696 -3.4905 1.5100 0.02 0.00 0.00
H -4.8242 1.9491 5.2211 0.00 0.00 0.01
H -2.3668 2.7578 -2.7204 -0.01 -0.01 0.00
H 2.9196 3.9930 3.7702 0.00 0.00 0.01
H 1.0422 4.9585 -4.0841 0.01 0.00 0.00
H -4.8286 2.9475 2.9214 0.00 0.01 -0.01
H -5.9041 1.6175 1.0764 0.00 0.00 -0.01
H -6.3818 2.2512 3.3300 0.00 0.00 0.01
H -2.9391 -2.4690 -0.9353 -0.03 -0.02 0.00
H 5.6055 -3.9462 1.4112 0.00 -0.01 0.01
H -1.4041 4.6459 -4.0093 0.00 0.00 0.00
H 1.9263 0.3802 1.7179 0.01 0.00 -0.01
H -5.2272 0.3737 4.5451 0.00 -0.01 0.00
H 2.5321 3.4240 -2.8715 0.01 0.01 0.00
H 4.1513 -0.1724 0.0156 0.02 -0.08 0.05
H -2.1504 -1.8051 0.4739 0.06 -0.03 0.00
H 6.0014 -1.5517 0.8746 0.01 0.00 0.00
H -5.6240 -2.3354 -1.4255 0.00 0.01 -0.02
H 2.7173 3.9737 -0.4944 0.00 0.02 -0.01
H 4.7569 -0.2475 -4.8712 0.00 -0.01 -0.01
H 3.1057 5.1775 1.6095 0.00 0.01 -0.01
H -3.6644 1.1167 4.1980 0.01 0.00 0.00
H 6.7558 2.3683 -2.1344 0.01 0.01 0.00
H -4.5120 -2.1859 1.6915 0.01 -0.01 0.02
H -3.2402 0.4345 2.0648 0.00 0.02 0.02
H 1.5894 -6.6384 1.1169 -0.02 -0.01 0.00
H 2.3248 1.5950 3.8176 0.00 0.00 0.00
H -6.5469 -2.0625 0.0594 -0.01 0.00 0.00
H -6.8850 -3.4593 -0.9572 0.00 0.00 0.00
H -3.4060 1.8704 1.0709 -0.02 0.00 0.03

=====

76
Properties=species:S:1:pos:R:3:forces:R:3 method="wB97M-V/def2-TZVPD" homo_ev="-7.45 / -7.46" spin_multiplicity=5 s2=6.0775
Cr 1.1795 -0.4090 1.8793 0.24 1.73 2.23
P 0.1109 -1.8424 -2.1326 0.16 -1.36 -0.49
P 1.5333 0.4799 -1.9741 1.67 1.35 0.47
F 1.5420 1.0853 3.1008 -0.10 -1.14 -0.98
C 3.3661 1.6084 -6.1428 -0.42 -0.28 0.08
C 0.2462 -4.3324 -3.6899 -0.39 0.19 0.37
C -1.0668 2.5421 3.8460 1.61 -0.90 -0.07
C -0.1173 0.7391 -2.6223 -1.17 -1.26 -0.17
C -1.4675 1.3105 6.8028 0.32 1.83 1.03
C 1.8681 2.0649 -0.9792 -0.05 0.20 -0.58
C 3.1147 2.1771 -0.3232 -0.21 0.06 0.02
C -2.6240 -3.3868 0.4440 0.13 0.31 0.35
C -0.4260 -3.0971 -3.5404 0.14 0.19 0.64
C -2.5618 -2.6054 1.5991 -0.20 -0.06 -0.29
C -0.2535 -5.3248 -4.5199 -0.64 -0.38 -0.52
C -1.4338 -2.8432 -4.4649 -1.00 -0.38 -0.05
C -1.7520 -1.4714 1.6590 0.66 0.14 -0.03
C 2.2029 -0.0243 -4.7623 -0.06 0.16 0.21
C 1.2749 4.2621 -0.0998 0.09 -0.32 0.09
C -1.7403 2.7553 6.1664 -0.35 -1.45 0.17
C -1.4771 -0.0020 6.0902 0.20 -0.84 -0.82
C -2.2313 1.7339 3.3744 -0.33 -0.26 0.03
C 3.4511 3.3199 0.4126 -0.44 -0.10 -0.06
C -2.9821 0.6643 4.2859 -0.59 1.36 -0.58
C -1.4969 -5.1791 -5.1817 0.55 0.17 0.62
C 3.0042 2.0030 -3.7929 0.30 0.23 -0.05
C 2.1080 -2.1527 2.0660 0.18 1.15 -0.63
C 2.6541 0.4042 -6.0163 0.24 0.13 0.10
C 2.3439 0.7952 -3.6164 0.30 0.35 -0.62
C 0.9650 3.1446 -0.8922 0.29 -0.05 0.21
C -0.7521 2.9301 5.0632 -0.48 0.28 0.98
C -1.8500 -3.0294 -0.6540 -0.23 -0.17 0.46
C -0.8594 -0.4062 -2.6182 0.48 1.85 0.41
C -0.8649 -2.0632 -0.5220 -0.06 -0.15 -1.00
C -0.7958 -1.2692 0.6554 0.37 0.32 -0.85
C -2.0786 -3.9219 -5.1335 0.32 0.57 -0.23
C -2.2089 -0.3561 5.0156 2.18 0.04 -0.03
C 3.5447 2.3945 -5.0120 0.15 -0.25 -0.39
C 2.4951 4.3270 0.5910 -0.13 -0.06 -0.47
H -3.5376 1.1134 5.0965 -0.56 0.72 -0.28
H -3.1874 -2.8494 2.4457 -0.12 0.05 0.03
H -2.0354 -1.3051 4.4988 -0.03 0.00 0.62
H -1.8560 -0.7537 2.4843 0.28 -0.65 -0.39
H -3.7056 0.2572 3.5810 -0.19 -0.39 0.20
H -3.0463 -3.7688 -5.6154 0.43 0.23 -0.12
H -0.2049 2.4834 3.1910 -0.12 0.33 -0.36
H -2.0140 -3.4620 -1.6397 0.08 -0.33 0.40
H -0.4347 1.4628 7.1854 -0.52 -0.40 0.04
H 1.7223 -0.9956 -4.6817 -0.11 0.11 -0.02
H 4.1247 3.3059 -5.0903 -0.15 0.08 0.09
H -0.0610 -0.3566 0.6758 -2.14 -1.09 -1.14
H -1.7861 1.1681 2.5432 -0.45 0.13 -0.02
H 3.7383 1.9352 -7.1188 -0.11 -0.17 0.39
H 1.6785 -2.8059 1.2723 0.88 0.14 0.61
H 0.5585 5.0885 -0.0321 0.28 -0.38 0.07
H 2.4646 -0.1891 -6.9193 0.11 0.07 0.54
H -2.1077 1.2385 7.6980 0.17 -0.13 -0.08
H -1.9548 -0.4539 -2.6526 0.36 0.10 -0.74
H -2.9673 2.4231 2.9270 -0.12 -0.45 0.09
H 4.4529 3.4280 0.8419 -0.50 -0.19 0.00
H 0.2744 -6.2643 -4.6528 0.11 0.15 0.20
H -0.7295 -0.7067 6.5211 -0.88 0.29 -0.38
H 2.4665 -2.5911 2.9959 -0.20 -0.21 -0.28
H 3.0983 2.6679 -2.9514 0.14 0.16 0.09
H -0.3877 1.7127 -3.0315 -0.48 -0.16 0.37
H -2.7399 2.8371 5.7314 0.04 0.01 0.31
H 0.2643 3.1988 5.3504 -0.15 0.23 -0.39
H 1.1648 -4.5114 -3.1472 -0.03 -0.04 0.19
H -1.9771 -6.0162 -5.7201 0.42 0.60 0.40
H 0.0107 3.1139 -1.4321 0.44 0.06 0.28
H -1.6809 3.4809 6.9918 0.19 -0.20 -0.31
H -1.7318 -1.8139 -4.6851 -0.45 -0.39 0.53
H 2.8903 -1.3737 1.7125 0.01 -1.70 -0.11
H 3.8396 1.3602 -0.3759 -0.22 0.19 -0.14
H -3.2707 -4.2548 0.3913 -0.13 0.16 0.04
H 2.7029 5.1719 1.2494 0.00 -0.18 -0.31